Entry 1:
# C22H22AuN5SSb

A molecular structure, C22H22AuN5SSb at a distorted geometry (ωB97M-V/def2-TZVPD, the Open Molecules 2025 dataset).

Values from the calculation:
Multiplicity: 1
Kohn-Sham gap: 6.044 eV
HOMO energy: -0.3547 Ha
Total charge: +1

Each line ends with the Löwdin charge.
Geometry (Å):
1 Au 1.255 -0.242 -0.583  0.3743
2 Sb -1.429 0.783 -0.304  1.5042
3 S 3.106 0.512 0.595  0.4976
4 N -0.037 -1.478 -1.622  -0.1443
5 N -1.823 2.698 -2.075  -0.0365
6 N -1.610 -0.801 2.233  0.0550
7 N 4.631 -0.933 2.163  0.0619
8 N 5.390 -0.910 -0.037  0.0927
9 C -0.955 3.912 -3.960  -0.0500
10 C -1.829 -1.014 3.579  -0.3067
11 C -1.509 -2.414 4.020  -0.0430
12 C -1.870 -2.809 -3.153  -0.0427
13 C -3.809 4.538 -1.514  -0.0674
14 C -1.894 0.418 1.853  -0.4886
15 C 5.784 -1.543 2.642  0.0358
16 C -2.257 -1.598 -2.453  -0.0802
17 C -2.578 2.528 -1.019  -0.4157
18 C -3.589 3.480 -0.634  -0.0734
19 C -1.875 3.820 -2.831  -0.3322
20 C 0.308 -2.654 -2.196  -0.3085
21 C 4.477 -0.591 0.873  -0.7286
22 C 6.762 -1.880 1.659  0.0029
23 C -1.302 -1.003 -1.692  -0.4132
24 C 1.648 -3.141 -1.882  -0.0602
25 C -2.991 4.689 -2.649  -0.0061
26 C -0.615 -3.307 -3.066  -0.0161
27 C -2.150 -0.024 4.539  -0.0303
28 C -2.322 1.245 4.045  -0.0597
29 C -2.219 1.497 2.646  -0.1063
30 C 6.496 -1.555 0.311  -0.0653
31 H 1.538 -3.564 -0.922  0.0770
32 H -1.460 3.656 -4.902  0.0940
33 H 3.826 -0.781 2.740  0.1290
34 H -4.584 5.264 -1.365  0.1041
35 H -2.434 -2.860 4.370  0.0848
36 H -4.218 3.427 0.234  0.0888
37 H -0.745 -2.266 4.765  0.0700
38 H -0.754 5.012 -4.033  0.0928
39 H -2.464 -0.249 5.545  0.1175
40 H 5.773 -1.772 3.704  0.1372
41 H -2.372 2.060 4.723  0.0992
42 H -0.973 -2.904 3.170  0.0880
43 H -2.414 2.490 2.215  0.0956
44 H 2.161 -3.772 -2.645  0.1057
45 H -3.239 -1.186 -2.582  0.0977
46 H 0.066 3.483 -3.762  0.1017
47 H -0.223 -4.232 -3.526  0.1304
48 H -2.770 -3.218 -3.727  0.1398
49 H 7.218 -1.751 -0.473  0.1264
50 H 2.391 -2.315 -1.817  0.0578
51 H 7.652 -2.298 2.073  0.1017
52 H -3.170 5.554 -3.275  0.1112

Entry 2:
# C5H14N2

A single C5H14N2 molecule (ωB97M-V/def2-TZVPD, the Open Molecules 2025 dataset).

Values from the calculation:
Multiplicity: 1
Kohn-Sham gap: 9.914 eV
HOMO energy: -0.3230 Ha
SMILES string: CN[C@H](C)CCN

Each line ends with the Löwdin charge.
Geometry (Å):
1 N 2.070 1.378 1.222  -0.0084
2 N -1.519 -0.917 0.161  -0.0933
3 C 2.097 0.287 0.245  -0.2857
4 C -2.816 -0.238 0.012  -0.1254
5 C -0.393 -0.054 -0.221  -0.4398
6 C 0.870 -0.582 0.419  -0.2003
7 C -0.221 0.033 -1.749  -0.0624
8 H 0.367 0.886 -2.043  0.0617
9 H 2.886 1.966 1.083  0.0621
10 H 0.638 -0.706 1.478  0.1113
11 H -2.878 0.328 -0.924  0.0655
12 H -1.161 0.119 -2.299  0.0672
13 H -1.460 -1.695 -0.489  0.0991
14 H 0.984 -1.604 0.087  0.1076
15 H 2.087 0.741 -0.743  0.0970
16 H 2.998 -0.321 0.324  0.1031
17 H -2.955 0.383 0.892  0.0758
18 H 0.318 -0.863 -2.084  0.0844
19 H -3.596 -1.002 -0.013  0.0753
20 H 2.182 1.026 2.167  0.0647
21 H -0.479 0.977 0.150  0.1405

Entry 3:
# C4H7NO

A single C4H7NO molecule at a distorted geometry (ωB97M-V/def2-TZVPD, the Open Molecules 2025 dataset).

Values from the calculation:
Multiplicity: 1
Kohn-Sham gap: 10.163 eV
HOMO energy: -0.3420 Ha
SMILES string: C=NC(=C)CO

Each line ends with the Löwdin charge.
Geometry (Å):
1 O -2.247 0.440 -0.351  -0.1345
2 N 1.319 0.436 0.512  0.0111
3 C -0.766 1.016 -0.162  -0.1279
4 C -0.427 -1.487 0.496  0.0650
5 C 2.203 0.016 -0.274  -0.1048
6 C -0.219 -0.198 0.369  -0.2842
7 H 0.391 -2.149 0.735  0.0672
8 H 2.014 -0.645 -1.131  0.0777
9 H -0.435 1.281 -1.168  0.1246
10 H -1.435 -1.867 0.478  0.0664
11 H 3.250 0.226 -0.055  0.0618
12 H -0.782 1.832 0.563  0.1223
13 H -2.865 1.099 -0.011  0.0552

Entry 4:
# C10H14N

A gas-phase ion, C10H14N (charge +1) at a distorted geometry (ωB97M-V/def2-TZVPD, the Open Molecules 2025 dataset).

Values from the calculation:
Multiplicity: 1
Kohn-Sham gap: 9.161 eV
HOMO energy: -0.4833 Ha
Total charge: +1
SMILES string: CC1=CC=C[C@@]2(C)CC2=[N+]1C

Each line ends with the Löwdin charge.
Geometry (Å):
1 N -0.873 0.647 -0.228  -0.0232
2 C 1.747 0.251 0.168  -0.2928
3 C 1.614 1.576 -0.533  0.0045
4 C 0.383 0.933 -0.155  -0.0557
5 C 0.713 -1.727 -1.041  -0.0455
6 C -0.671 -1.634 -0.500  0.0238
7 C -1.327 -0.628 0.095  -0.2510
8 C 1.742 -0.924 -0.837  -0.0162
9 C 2.247 0.082 1.650  0.0051
10 C -2.484 -0.849 1.081  0.0339
11 C -1.746 1.648 -0.908  0.0601
12 H 3.236 -0.551 1.726  0.1285
13 H -1.236 2.450 -1.439  0.1083
14 H 1.477 -0.625 2.071  0.0876
15 H -1.190 -2.593 -0.474  0.1287
16 H -2.454 1.902 -0.169  0.0724
17 H -3.115 -1.627 0.730  0.0856
18 H -3.055 0.085 0.961  0.0844
19 H 1.820 2.542 -0.006  0.1570
20 H 1.877 1.723 -1.553  0.1217
21 H -2.097 -0.980 2.038  0.0725
22 H 2.197 0.977 2.274  0.0800
23 H -2.330 0.983 -1.728  0.1675
24 H 2.671 -1.187 -1.366  0.1330
25 H 0.858 -2.472 -1.855  0.1301

Entry 5:
# C4H6N2O

2 unconnected molecules or ions with the total composition C4H6N2O (ωB97M-V/def2-TZVPD, the Open Molecules 2025 dataset).

Values from the calculation:
Multiplicity: 1
Kohn-Sham gap (spin up / spin down): 9.270 / 9.269 eV
HOMO energy (spin up / spin down): -0.3260 / -0.3259 Ha

Each line ends with the Löwdin charge.
Geometry (Å):
1 O 0.998 -1.354 -0.405  -0.1072
2 N 0.202 0.740 -0.965  -0.0937
3 N -0.551 1.736 -1.007  0.0751
4 C 0.279 0.833 2.479  -0.0136
5 C -0.122 1.842 1.960  -0.0269
6 C -0.168 -2.011 -0.919  -0.0580
7 C 1.002 -0.038 -0.452  -0.1517
8 H -0.008 -3.079 -0.770  0.0916
9 H 0.634 -0.053 2.957  0.0216
10 H -0.469 2.147 -1.944  0.0629
11 H -0.467 2.705 1.432  0.0108
12 H -0.270 -1.788 -1.986  0.0935
13 H -1.060 -1.678 -0.380  0.0955

Entry 6:
# C19H55NO7

8 unconnected molecules or ions with the total composition C19H55NO7 at a distorted geometry (ωB97M-V/def2-TZVPD, the Open Molecules 2025 dataset).

Values from the calculation:
Multiplicity: 1
Kohn-Sham gap: 8.258 eV
HOMO energy: -0.3141 Ha

Each line ends with the Löwdin charge.
Geometry (Å):
1 O -14.200 -4.421 -10.935  -0.0610
2 O -9.791 -9.412 -12.693  -0.0501
3 O -12.882 -5.143 -8.465  -0.4092
4 O -9.842 -11.201 -8.351  -0.0439
5 O -15.426 -6.242 -8.090  -0.0898
6 O -8.043 -1.730 -11.172  -0.0489
7 O -12.326 -4.887 -5.575  -0.0722
8 N -14.582 -2.994 -8.206  0.3075
9 C -9.257 -3.697 -11.745  -0.0663
10 C -11.203 -7.497 -12.454  -0.0576
11 C -11.559 -9.741 -9.169  -0.0501
12 C -9.758 -8.000 -12.541  -0.4875
13 C -8.862 -7.532 -11.425  -0.0358
14 C -13.369 -4.348 -13.202  -0.0432
15 C -15.390 -7.494 -8.750  -0.5009
16 C -12.927 -2.485 -11.606  -0.0514
17 C -15.150 -8.606 -7.730  -0.0479
18 C -8.818 -2.775 -10.602  -0.4890
19 C -11.745 -5.865 -8.775  -0.2730
20 C -10.989 -9.966 -6.716  -0.0517
21 C -13.123 -3.998 -11.732  -0.5098
22 C -16.697 -7.659 -9.528  -0.0530
23 C -12.859 -6.247 -3.690  -0.0503
24 C -10.458 -9.939 -8.126  -0.4960
25 C -10.629 -6.529 -4.905  -0.0623
26 C -7.980 -3.502 -9.580  -0.0522
27 C -12.123 -6.189 -5.042  -0.4958
28 H -14.192 -8.446 -7.231  0.0581
29 H -9.954 -4.437 -11.337  0.0499
30 H -11.254 -6.421 -12.249  0.0509
31 H -12.414 -4.914 -6.540  0.0309
32 H -11.822 -7.921 -11.659  0.0665
33 H -7.053 -3.948 -9.945  0.0869
34 H -9.780 -3.229 -12.582  0.0725
35 H -12.648 -3.878 -13.871  0.0811
36 H -17.000 -8.695 -9.670  0.0755
37 H -12.670 -5.407 -3.026  0.0778
38 H -8.613 -1.164 -11.699  0.0848
39 H -13.230 -5.425 -13.322  0.0603
40 H -10.216 -10.086 -5.957  0.0812
41 H -8.510 -4.373 -9.183  0.0678
42 H -11.203 -9.468 -10.163  0.0521
43 H -9.724 -2.355 -10.151  0.1320
44 H -13.766 -1.991 -12.102  0.0827
45 H -14.634 -7.462 -9.543  0.1257
46 H -17.518 -7.131 -9.037  0.0761
47 H -9.319 -7.597 -13.464  0.1339
48 H -12.687 -7.180 -3.151  0.0738
49 H -12.158 -4.413 -11.420  0.1008
50 H -11.740 -10.754 -6.628  0.0883
51 H -11.525 -6.592 -7.978  0.0543
52 H -11.506 -9.060 -6.388  0.0555
53 H -12.220 -8.905 -8.916  0.0558
54 H -15.043 -9.548 -8.276  0.0768
55 H -10.216 -5.724 -4.287  0.0784
56 H -15.460 -3.232 -8.665  0.1459
57 H -13.923 -6.304 -3.936  0.0715
58 H -14.400 -4.116 -13.466  0.0845
59 H -12.161 -10.651 -9.140  0.0884
60 H -9.293 -7.652 -10.431  0.0717
61 H -15.981 -8.686 -7.032  0.0837
62 H -11.953 -2.243 -12.031  0.0653
63 H -10.414 -9.621 -13.393  0.0854
64 H -13.811 -4.843 -10.146  0.0365
65 H -9.778 -9.097 -8.304  0.1270
66 H -11.693 -6.390 -9.742  0.0485
67 H -8.692 -6.470 -11.600  0.0554
68 H -10.119 -6.370 -5.857  0.0675
69 H -10.391 -7.475 -4.426  0.0725
70 H -13.855 -3.628 -8.581  0.0629
71 H -11.818 -7.596 -13.353  0.0777
72 H -10.825 -5.253 -8.829  0.0591
73 H -9.367 -11.159 -9.187  0.0908
74 H -14.515 -5.988 -7.855  0.0414
75 H -14.274 -2.032 -8.339  0.1388
76 H -12.515 -6.904 -5.771  0.1076
77 H -8.394 -4.216 -12.165  0.0814
78 H -14.671 -3.060 -7.192  0.1475
79 H -7.889 -8.016 -11.522  0.0886
80 H -16.571 -7.128 -10.473  0.0725
81 H -7.716 -2.873 -8.730  0.0816
82 H -12.964 -2.170 -10.561  0.0573

Result set for E: -1899.113045 -308.395825 -286.484827 -443.815076 -340.549558 -1338.258363 a.u., one per record in the order listed.
Result set for M: 707.25 102.18 85.11 148.23 98.10 409.65 g/mol, one per record in the order listed.
Result set for relative energy (zero: lowest compared OMol25 entry of this formula, charge and spin): 17.3 71.5 385.5 264.6 644.2 55.0 kJ/mol, one per record in the order listed.